(1)
{
  "formula": "C34H22F5N2O3PReS",
  "method": "ωB97M-V/def2-TZVPD",
  "symbols": ["P", "C", "C", "C", "C", "H", "C", "N", "C", "C", "C", "H", "H", "C", "H", "F", "H", "H", "H", "C", "H", "H", "H", "H", "N", "C", "C", "C", "F", "C", "C", "C", "H", "Re", "C", "C", "O", "C", "H", "C", "C", "C", "S", "C", "H", "C", "C", "C", "C", "O", "H", "C", "H", "F", "C", "O", "F", "C", "C", "H", "H", "C", "H", "F", "C", "H", "C", "H", "H"],
  "coordinates": [[1.3596, 0.5207, -0.2774], [1.5440, 2.1890, -4.0232], [-4.2090, -2.9218, -1.6044], [1.1544, 1.6640, 3.6042], [4.3652, -2.2647, -0.4410], [-4.9577, 2.0273, -2.6497], [-0.4731, -1.3116, 2.7307], [-1.9866, 0.0121, -1.2130], [1.2351, 1.3332, -2.9787], [0.4344, 2.8490, 3.5457], [-1.8683, 1.3110, -1.5078], [-4.8331, -4.9745, -1.6897], [2.0484, 0.0772, 2.4858], [3.9807, 0.2794, 0.6383], [4.4890, -3.2500, -0.8626], [-3.8193, 0.8348, 3.6161], [0.6845, 0.4236, -3.1714], [-5.0823, -2.5488, -2.1105], [6.3304, -2.1415, 0.4042], [-2.9244, -4.7429, -0.7293], [5.9742, 0.0977, 1.3645], [0.1232, 3.1561, 0.1918], [-0.9103, 1.7667, -1.2991], [-2.7313, 3.1116, -2.2621], [-2.0935, -2.5223, -0.5895], [1.6531, 1.6379, -1.6858], [-4.0670, -4.2830, -1.3697], [-2.3286, -0.0596, 2.0423], [-0.0941, -1.7269, 5.0045], [-4.2412, 0.1055, -2.0197], [2.3820, 2.8058, -1.4440], [2.6855, 3.6505, -2.4961], [1.4500, 1.2516, 4.5553], [-0.4383, -1.1806, -0.3259], [-2.8908, 2.0684, -2.0454], [-4.1176, 1.4619, -2.2767], [0.9762, -1.4971, -2.0642], [5.1894, -0.3765, 0.7970], [1.2299, 1.9493, -5.0268], [2.9419, -0.3456, -0.0539], [2.2623, 3.3504, -3.7814], [0.0808, 3.3905, 2.3161], [1.7630, -2.4864, -1.2693], [-1.9982, -0.4605, 4.3951], [3.8412, 1.2578, 1.0724], [0.4054, 2.7285, 1.1453], [3.1588, -1.6102, -0.5801], [-3.1652, -0.6083, -1.4971], [1.4902, 1.0012, 2.4414], [0.9165, -2.7002, -0.0473], [-1.0687, -4.1279, 0.1804], [-1.1944, -0.7790, 1.6562], [2.7102, 3.0499, -0.4449], [-3.0899, 0.5041, 1.0860], [1.1276, 1.5340, 1.2015], [2.1597, -3.6609, -1.9466], [0.6566, -1.9830, 2.4644], [5.3888, -1.6376, 0.2583], [-1.9685, -3.8201, -0.3367], [-5.1779, -0.3914, -2.2098], [3.2632, 4.5438, -2.3146], [-2.7351, 0.1179, 3.3595], [-0.4543, 4.3272, 2.2713], [-2.3677, -0.3191, 5.6532], [-0.8486, -1.1804, 4.0622], [-2.7690, -5.7938, -0.5415], [-3.1922, -2.0514, -1.2189], [0.1478, 3.3491, 4.4587], [2.4928, 4.0188, -4.5964]],
  "spin_multiplicity": 4,
  "s2": 3.78,
  "orbital_gap_ev": [7.60, 6.34],
  "total_charge": 2,
  "total_energy_ev": -80564.9242
}

(2)
{
  "formula": "C44H72IN18O5P2S",
  "method": "ωB97M-V/def2-TZVPD",
  "symbols": ["C", "H", "C", "C", "C", "C", "H", "C", "H", "N", "N", "H", "H", "C", "C", "H", "C", "H", "C", "H", "C", "H", "C", "N", "C", "C", "N", "H", "N", "C", "O", "N", "O", "C", "C", "H", "H", "H", "H", "C", "P", "H", "H", "H", "H", "H", "C", "C", "C", "H", "H", "H", "H", "H", "C", "H", "N", "H", "C", "H", "H", "N", "H", "C", "C", "H", "C", "N", "N", "O", "H", "H", "C", "P", "H", "H", "H", "H", "H", "H", "H", "C", "C", "N", "N", "C", "H", "H", "H", "C", "H", "H", "H", "O", "S", "H", "H", "N", "H", "H", "H", "H", "H", "C", "C", "H", "H", "H", "N", "H", "O", "C", "C", "C", "H", "H", "H", "H", "H", "N", "H", "C", "C", "H", "H", "H", "N", "H", "I", "H", "N", "C", "C", "C", "C", "H", "H", "C", "N", "H", "H", "H", "C"],
  "coordinates": [[1.5760, 1.0530, -0.5907], [10.3931, -2.5383, 0.7374], [-5.9564, 2.4579, -0.3267], [9.9658, -1.8098, 1.4278], [9.4998, -0.6065, 0.6715], [-4.3592, 4.2886, -7.1037], [9.2623, 0.5126, -2.8371], [-5.6636, -5.2544, 5.6188], [-11.4964, 1.8647, -5.7998], [1.4695, 1.5870, 0.4479], [-4.4583, 4.8279, -6.0667], [-1.2660, -0.0776, 2.0183], [8.7062, -4.8994, 7.1865], [0.8468, -1.6858, 5.7669], [7.6459, -5.0941, 7.3407], [6.7718, -5.2083, 4.1004], [-4.2346, 3.6002, -8.4259], [4.7756, -1.8827, 0.4088], [-4.9323, 4.9447, -1.8175], [-6.4295, 1.4402, -0.1171], [5.6292, -1.6034, 5.8240], [7.5226, -6.1051, 7.7303], [-4.2718, -5.1574, 5.0778], [4.9611, -7.8562, 4.0916], [-2.1748, -1.1382, 0.2729], [-5.1802, 3.6519, -2.7113], [-0.1157, -3.2881, -2.7026], [4.6164, -1.9975, 5.9100], [-9.5444, 1.3217, -8.2837], [-6.6369, 4.7969, -10.8656], [-7.0501, 3.3674, -0.0951], [-9.1667, 1.4896, -1.1040], [-4.8229, 0.3245, -4.2482], [-5.8804, 0.9289, -4.0379], [-5.3343, 2.3188, -1.8108], [9.1245, -2.2659, 1.9529], [-7.2173, 6.8280, -10.5982], [12.1123, -5.0695, 5.2092], [-12.4533, 0.9507, -6.9862], [8.4736, 0.3651, -4.8109], [-2.0651, 3.0462, -0.2217], [5.5791, -0.5233, 5.6817], [4.5414, -0.2860, 1.1519], [0.5967, -1.3183, 4.7704], [7.6749, 1.2779, -3.0592], [-4.8795, 4.0850, -9.1589], [6.6784, -5.9639, 3.3213], [-1.4346, -2.2636, 2.5520], [2.8775, -1.6038, 1.3352], [11.3299, 5.1827, -0.3329], [-0.7028, 6.7105, 2.1653], [6.1742, -1.8171, 6.7451], [-0.8501, 2.6140, 0.4413], [-11.0755, 2.1399, 1.3898], [1.7056, 0.3777, -1.9183], [-8.5222, 5.7486, -11.1367], [1.7228, -1.7978, 1.3926], [-3.9855, 5.0827, -1.2058], [4.3506, -1.3545, 1.2634], [-4.1479, -4.2189, 4.5347], [-6.1511, 3.7194, -3.3245], [-0.0211, 5.2645, -0.6180], [-3.5524, -5.1923, 5.8968], [10.8423, 4.2263, -0.1397], [-11.0955, 1.2734, 0.7277], [-4.3030, 3.5679, -3.4291], [10.4462, -6.3837, 5.3894], [9.1331, 0.3361, 0.0782], [-6.7545, -5.3305, 6.0429], [-2.3236, -2.7902, 3.5821], [-2.6695, -0.1134, -1.6248], [-3.2017, 3.6479, -8.7734], [-1.1921, -3.6428, -2.4018], [-3.6129, 1.4449, 0.0678], [-0.4409, -1.9615, 3.0290], [2.7410, 0.4261, -2.2595], [-11.3221, 0.1000, -5.9115], [-1.3127, 0.7417, -0.7615], [9.1333, 2.0556, -3.6991], [-3.0014, -0.5897, 2.2989], [-3.0277, -4.6327, -2.8555], [-7.6484, 5.8321, -10.4893], [0.1113, 5.8277, 0.4054], [2.8128, -0.2099, 6.8060], [8.3375, -0.2113, -5.8238], [1.9490, -0.8599, 6.3503], [6.3217, -5.4888, 2.4066], [0.8838, 5.9416, 2.3872], [-10.9453, 0.3691, 1.3188], [-2.3149, 0.2070, -0.5780], [-4.0791, -5.9891, 4.3991], [1.1627, -2.7273, 5.6936], [-0.0376, -1.6250, 6.4025], [-4.1216, 1.5279, -1.6099], [-1.6934, 3.4229, -2.1245], [1.4058, -0.6685, -1.8330], [-7.9110, 2.9028, -0.1903], [6.8652, -2.7331, 3.7440], [12.3454, -6.6680, 4.4688], [-1.2087, -1.6555, -0.0907], [-6.6676, 5.6619, -2.2984], [-3.0111, -1.8970, 0.0992], [7.6580, -6.4053, 3.1346], [-6.3044, 1.2340, -2.5300], [7.0821, -4.1012, 8.3084], [-1.2234, -3.0254, 1.7316], [0.7629, 7.5034, 1.5479], [9.8718, 4.4078, 0.3239], [-5.8432, 3.9846, -11.1578], [12.3972, -6.4914, 6.2361], [-4.8263, 2.6307, 0.5595], [10.6603, 3.4808, -1.4228], [0.2742, 6.5417, 1.7102], [-11.4877, 1.0143, -6.4827], [11.4601, 3.6422, 0.5434], [-4.5297, 2.5543, -8.3291], [-2.4423, 4.2796, 0.4170], [-4.6136, 0.4619, 0.4797], [-2.2347, -2.1837, 4.3505], [6.6415, -3.3219, 9.0667], [4.8313, -1.7092, 2.1761], [8.6484, 1.1011, -3.5192], [-10.0149, 1.3941, -0.2988], [-3.1621, 1.5233, 1.4386], [10.7254, -1.5201, 2.1550], [-6.2293, 0.2342, -1.9740], [9.2908, -6.5772, 5.4423], [-12.0683, 1.2214, 0.2371], [-7.0773, 1.4671, -5.7824], [-2.5140, -4.7692, -1.1601], [10.5235, 2.9009, -2.4376], [-10.3985, 1.1858, -7.4926], [-2.0038, -0.9284, 1.8467], [11.9200, -6.1373, 5.3215], [-2.5699, -4.1008, -2.0203], [-3.1899, -3.2410, -1.7625], [1.0648, 0.8742, -2.6489], [6.3238, -2.2383, 4.6611], [-5.8369, 5.8883, -1.7319], [7.1272, -5.0155, 6.3851], [-7.9572, 5.6883, -9.4529], [-7.3567, 1.6561, -2.4455], [5.7159, -7.0249, 3.7529]],
  "orbital_gap_ev": 4.04,
  "total_charge": -1,
  "total_energy_ev": -121359.7030
}

(3)
{
  "formula": "C6H12O",
  "method": "ωB97M-V/def2-TZVPD",
  "symbols": ["H", "H", "C", "H", "H", "C", "O", "H", "H", "H", "C", "C", "H", "H", "C", "H", "C", "H", "H"],
  "coordinates": [[-1.8631, -2.3920, 0.5309], [-0.0216, -1.6236, 0.6440], [-1.1817, -1.4477, 0.6786], [2.0532, 1.3608, -0.3470], [2.1868, 0.0479, -1.7235], [-1.4528, -0.2473, -0.2400], [2.1839, -0.7758, -1.1855], [1.7367, 1.0585, 1.4376], [-0.4109, 1.1477, 1.2335], [-1.0194, 1.9706, -0.1201], [-1.1641, 1.0771, 0.4688], [1.9776, -0.6162, 0.0726], [-1.7812, -1.2445, -2.0361], [-1.2191, -1.1463, 1.7569], [2.1520, 0.7561, 0.4925], [-2.1133, 1.2733, 1.1425], [-1.7610, -0.2989, -1.4837], [-1.5469, 0.5150, -2.1168], [3.2450, 0.5856, 0.7949]],
  "orbital_gap_ev": 9.19,
  "total_charge": 0,
  "total_energy_ev": -8459.5176
}

(4)
{
  "formula": "C37H47N7O7PS2",
  "method": "ωB97M-V/def2-TZVPD",
  "symbols": ["H", "C", "H", "C", "H", "H", "H", "H", "H", "H", "H", "O", "H", "C", "C", "C", "H", "H", "P", "C", "S", "H", "H", "C", "H", "O", "H", "H", "H", "C", "N", "H", "N", "C", "C", "H", "H", "H", "C", "H", "N", "N", "C", "H", "O", "C", "H", "H", "H", "H", "C", "H", "C", "C", "N", "C", "C", "C", "S", "C", "C", "H", "C", "H", "C", "H", "O", "H", "C", "H", "C", "N", "O", "H", "C", "H", "N", "H", "H", "H", "C", "C", "C", "H", "O", "H", "C", "H", "O", "H", "C", "C", "C", "C", "C", "C", "H", "H", "H", "H", "C"],
  "coordinates": [[-6.3084, -0.2071, 1.6771], [-1.8250, 3.2214, 7.9872], [-0.9928, -5.1104, -3.0404], [0.2061, -1.4868, 4.9553], [-2.9587, 1.7686, 6.8853], [1.8278, 2.2115, -2.2267], [-4.5273, 0.8511, -1.7085], [2.5673, -3.8523, -1.3285], [6.4624, -4.4264, 0.3575], [0.3104, 4.0464, 0.2959], [4.0424, -5.0267, 0.2938], [0.6431, 0.8693, 6.0560], [-2.2373, 4.8826, -2.8557], [1.2747, -1.7584, 3.8176], [3.6261, -3.6117, -1.2672], [-3.7560, -1.0489, -0.7290], [1.9070, -0.8471, 3.7535], [4.7583, -1.5290, -6.0512], [1.6938, 1.7551, 0.1723], [-1.4449, -5.0955, -4.0265], [-0.0292, -4.2132, -0.8190], [-1.9133, -2.8820, -6.3451], [3.2110, 2.9266, -1.3835], [-2.9692, 4.8479, 9.0964], [2.9619, 0.1770, -0.7478], [-6.2981, -0.6873, 0.8303], [-3.5471, -1.8713, -1.4531], [-2.0189, 3.1588, -1.4970], [-2.6785, 4.8120, -0.2803], [-1.6186, 5.1539, -0.1196], [4.0558, -2.6645, -2.1120], [-3.0293, -7.0191, -6.2930], [5.0586, 0.7894, -3.6256], [4.4455, -4.2696, -0.3660], [-0.0878, -0.4901, 0.4782], [3.9695, -0.9431, -3.7596], [-1.6551, 5.8072, 0.7849], [-0.7229, -2.0899, 4.8106], [-4.8773, -0.0794, -1.2257], [0.6525, -1.7842, 5.9355], [-1.7151, -2.4777, 0.6146], [-1.0494, 1.4427, -0.6369], [-0.7640, 3.8662, 0.0928], [-2.9119, 5.7279, 9.7278], [-1.1335, 5.8279, -1.2840], [6.2597, -2.9611, -1.1978], [-0.8558, 2.8018, 7.7373], [0.6411, -3.1666, 2.2416], [7.3028, -2.6754, -1.2033], [1.6019, 3.8128, -1.3058], [-1.0176, 2.8556, -1.1093], [-3.0710, 6.2208, -1.9292], [-2.0104, -6.2374, -4.5705], [4.6684, -0.3037, -4.2886], [-1.7937, 4.3060, 8.7662], [5.3592, -2.3594, -2.0631], [-2.0986, 5.8670, -2.3424], [6.4121, 1.3706, -5.5230], [-0.1701, 0.2994, 5.0101], [-1.3499, -1.1411, 0.2455], [-2.3905, -0.3581, -0.4497], [1.6495, -1.8944, 0.5992], [-5.9503, 0.2400, -0.1315], [-5.4503, -0.6372, -2.0143], [-4.1936, 4.3484, 8.6803], [-1.1689, 3.3502, 1.0072], [0.0932, 0.9375, 3.7242], [6.3589, 0.0123, -7.1864], [0.0543, 0.8937, -0.0470], [-4.0646, -1.5176, 0.2381], [5.1055, -0.6282, -5.5629], [-2.2157, 0.8787, -0.8380], [-1.7510, 0.5408, 5.3429], [1.6419, -0.4391, 1.7333], [2.1023, 2.8254, -1.3311], [-0.5837, -1.8715, 2.6683], [-1.4089, -3.9132, -4.6473], [6.2195, 2.4798, -3.6867], [1.9054, -2.6311, 4.0997], [7.1051, 2.0641, -5.9800], [-2.5523, -4.9341, -6.4961], [5.7894, -3.9334, -0.3333], [-1.0527, -3.2971, -0.0207], [5.6832, -1.5953, -2.7547], [2.9740, 0.6537, 0.1059], [-0.3265, 3.0018, -1.9636], [-1.9585, -3.8530, -5.8639], [-2.3157, 0.1741, 4.6384], [-6.4961, 1.2994, -0.1766], [-2.9843, -4.8265, -7.4820], [-4.2012, 3.2239, 7.8715], [-2.5757, -6.1499, -5.8324], [5.9948, 0.2300, -6.1898], [5.9186, 1.6018, -4.2498], [0.4938, -2.0848, 2.4885], [-2.9938, 2.6451, 7.5141], [-1.7011, 6.5740, -3.1104], [-5.1375, 2.8031, 7.5238], [-2.0088, -7.1696, -4.0211], [-5.1156, 4.8279, 8.9815], [1.0250, -1.2328, 1.2440]],
  "orbital_gap_ev": 6.86,
  "total_charge": 1,
  "total_energy_ev": -94843.4272
}

Number 3 is which compound?
C6H12O